The following is a quantum chemistry calculation of a 3-piece molecular cluster, C42H60N5O6PS overall in a non-equilibrium geometry, from the OMol25 dataset.

Computed properties:
HOMO level in eV: -8.25
2S+1: 1
LUMO in eV: -0.8428
SMILES string: CCC(=O)OCCc1c(CC)c(C)c(S)c2c1C(=O)c1c(c(N)c(OC#N)c(Cc3ccccc3)c1P(N)O)C2=O.CCN(CC)CC.CCN(CC)CC
Charge: 0

Each line ends with the Mulliken charge.
Atoms and positions in Å:
C (7.885, 6.102, 0.631)  -0.8256
C (8.362, 4.834, 1.487)  -0.2899
C (7.929, 3.476, 0.838)  0.4854
O (8.392, 3.199, -0.240)  -0.5014
O (7.000, 2.608, 1.456)  -0.4421
C (5.827, 2.630, 0.574)  -0.0241
C (4.478, 2.389, 1.355)  -0.7400
C (3.518, 1.359, 0.694)  0.5354
C (3.206, 0.046, 1.328)  -0.1220
C (3.814, -0.360, 2.729)  -1.5445
C (2.699, 0.068, 3.814)  -1.0524
C (2.281, -0.937, 0.703)  1.1649
C (1.908, -2.304, 1.392)  -1.7332
C (1.631, -0.648, -0.605)  1.0431
S (0.462, -1.723, -1.487)  -0.2272
C (1.930, 0.650, -1.242)  -0.0830
C (2.849, 1.617, -0.588)  0.6224
C (3.013, 2.972, -1.370)  -0.3459
O (4.073, 3.500, -1.593)  -0.5607
C (1.636, 3.536, -1.891)  0.9231
C (0.722, 2.567, -2.547)  0.5344
C (-0.591, 2.922, -3.095)  0.3260
N (-1.409, 1.930, -3.745)  -0.4912
C (-1.024, 4.325, -2.928)  0.4617
O (-2.313, 4.658, -3.430)  -0.4639
C (-2.205, 5.403, -4.580)  0.4790
N (-2.263, 6.323, -5.267)  -0.4935
C (-0.140, 5.278, -2.239)  -0.4845
C (-0.741, 6.736, -2.054)  -1.4641
C (-1.780, 6.571, -0.863)  0.5723
C (-3.226, 6.737, -1.011)  -0.3627
C (-4.038, 6.487, 0.204)  -0.5228
C (-3.445, 6.082, 1.486)  -0.3505
C (-1.994, 5.942, 1.646)  -0.6351
C (-1.175, 6.187, 0.436)  0.0385
C (1.205, 4.935, -1.725)  0.3654
P (2.273, 6.237, -0.872)  0.3114
N (3.228, 6.921, -2.164)  -0.6273
O (3.346, 5.517, 0.222)  -0.3534
C (1.261, 1.089, -2.604)  -1.4089
O (1.205, 0.388, -3.583)  -0.4393
H (7.159, 5.766, -0.164)  0.1978
H (8.746, 6.631, 0.153)  0.2905
H (7.327, 6.821, 1.286)  0.2393
H (9.483, 4.928, 1.579)  0.3102
H (7.975, 4.960, 2.538)  0.3120
H (5.781, 3.681, 0.155)  0.0482
H (5.966, 1.963, -0.319)  0.3120
H (3.929, 3.371, 1.424)  0.0662
H (4.735, 2.114, 2.418)  0.4428
H (3.956, -1.465, 2.812)  0.5854
H (4.742, 0.218, 2.973)  0.3791
H (2.152, -0.830, 4.226)  0.3149
H (3.127, 0.720, 4.621)  0.3512
H (1.893, 0.688, 3.316)  0.2853
H (2.227, -3.199, 0.802)  0.3307
H (0.774, -2.323, 1.400)  0.2820
H (2.212, -2.325, 2.469)  0.1508
H (0.730, -3.046, -1.233)  0.1821
H (-2.376, 2.238, -3.607)  0.3182
H (-1.263, 1.025, -3.286)  0.0704
H (0.069, 7.474, -1.784)  0.4028
H (-1.231, 7.116, -2.986)  0.5250
H (-3.666, 7.027, -1.994)  0.3611
H (-5.149, 6.559, 0.173)  0.3179
H (-4.106, 5.878, 2.358)  0.3296
H (-1.496, 5.647, 2.605)  0.3518
H (-0.073, 6.053, 0.572)  0.0407
H (4.213, 6.859, -1.880)  0.3162
H (3.148, 6.393, -3.039)  0.3314
H (3.265, 5.931, 1.097)  0.3347
C (-6.908, -4.013, -2.810)  -1.4555
C (-5.614, -3.321, -3.217)  -0.3051
N (-4.907, -2.712, -2.100)  0.1903
C (-3.846, -1.799, -2.505)  -0.6614
C (-2.654, -2.387, -3.266)  -0.4781
C (-4.570, -3.592, -0.995)  -0.8774
C (-3.722, -4.824, -1.311)  -0.3933
H (-7.559, -3.336, -2.252)  0.3362
H (-7.450, -4.339, -3.701)  0.4378
H (-6.723, -4.900, -2.200)  0.2910
H (-5.880, -2.536, -3.932)  0.4587
H (-4.982, -4.037, -3.760)  0.2722
H (-3.472, -1.264, -1.625)  0.2733
H (-4.295, -1.020, -3.133)  0.3257
H (-1.998, -2.958, -2.609)  -0.2173
H (-2.052, -1.577, -3.687)  0.3152
H (-2.966, -3.024, -4.095)  0.2987
H (-5.500, -3.932, -0.528)  0.3574
H (-4.075, -3.012, -0.210)  0.2969
H (-4.080, -5.366, -2.188)  0.2910
H (-3.759, -5.517, -0.465)  0.0539
H (-2.674, -4.565, -1.464)  0.1554
C (-0.845, -5.082, 2.397)  -1.4603
C (-1.716, -6.261, 1.994)  -0.2682
N (-1.334, -7.520, 2.612)  0.0781
C (-1.959, -8.682, 1.994)  -0.6457
C (-3.482, -8.802, 2.084)  -0.9798
C (-1.287, -7.534, 4.068)  -0.7039
C (-2.560, -7.153, 4.826)  -0.9656
H (0.212, -5.297, 2.219)  0.3395
H (-1.113, -4.205, 1.803)  0.4169
H (-0.974, -4.815, 3.448)  0.2820
H (-1.623, -6.357, 0.908)  0.3954
H (-2.766, -6.010, 2.201)  0.2325
H (-1.509, -9.594, 2.400)  0.3540
H (-1.686, -8.685, 0.933)  0.3894
H (-3.807, -9.083, 3.086)  0.2462
H (-3.828, -9.589, 1.408)  0.4012
H (-3.990, -7.880, 1.795)  0.2445
H (-0.488, -6.857, 4.389)  0.3566
H (-0.955, -8.519, 4.409)  0.3860
H (-3.029, -6.250, 4.429)  0.2387
H (-2.316, -6.955, 5.873)  0.3776
H (-3.295, -7.958, 4.819)  0.2653

=====

The following is a quantum chemistry calculation of a 7-piece molecular cluster, H15O7 overall in a non-equilibrium geometry, from the OMol25 dataset.

Computed properties:
HOMO level in eV: -13.38
2S+1: 1
Energy relative to the best compared isomer or geometry (same formula, charge and spin) in kJ/mol: 211.2
LUMO in eV: -3.6880
Charge: +1

Each line ends with the Mulliken charge.
Atoms and positions in Å:
O (-1.221, 1.437, -17.754)  -0.2058
H (-1.923, 1.093, -17.162)  0.4030
H (-0.479, 0.857, -17.506)  0.2939
H (-1.190, 2.385, -17.601)  0.5702
O (-1.848, -1.974, -17.060)  -0.6308
H (-2.196, -2.855, -17.278)  0.2958
H (-2.629, -1.444, -17.043)  0.3472
O (-0.311, 0.232, -15.286)  -0.5804
H (0.311, -0.470, -15.059)  0.3229
H (0.093, 1.054, -15.055)  0.2772
O (-1.026, 4.187, -17.093)  -0.6706
H (-0.255, 4.473, -16.598)  0.3227
H (-1.727, 4.752, -16.800)  0.3291
O (0.818, -2.108, -17.704)  -0.6384
H (-0.098, -2.086, -17.395)  0.3835
H (1.090, -1.212, -17.785)  0.3774
O (-3.480, 0.130, -16.619)  -0.7840
H (-4.269, 0.675, -16.688)  0.3032
H (-3.322, 0.033, -15.659)  0.3625
O (1.519, 0.589, -17.693)  -0.7076
H (1.724, 1.132, -16.937)  0.2860
H (2.394, 0.219, -17.771)  0.3429

=====

The following is a quantum chemistry calculation of C30H47BrCl2CoN3O6Si as an isolated structure in a non-equilibrium geometry, from the OMol25 dataset.

Computed properties:
HOMO level (alpha / beta) in eV: -3.52 / -3.51
2S+1: 4
Energy relative to the best compared isomer or geometry (same formula, charge and spin) in kJ/mol: 437.4
LUMO (alpha / beta) in eV: 2.0935 / 2.0853
Charge: -1

Each line ends with the Mulliken spin population.
Atoms and positions in Å:
C (3.537, -2.705, 0.777)  -0.0008
C (2.888, -2.281, -0.501)  -0.0062
H (2.936, -3.418, 1.383)  -0.0011
H (3.781, -1.846, 1.421)  0.0003
H (4.474, -3.211, 0.522)  0.0000
C (3.202, -2.793, -1.690)  -0.0007
C (4.332, -3.736, -1.898)  -0.0001
H (2.550, -2.610, -2.544)  0.0000
H (4.161, -4.754, -1.530)  0.0000
H (5.241, -3.344, -1.419)  0.0000
H (4.590, -3.811, -2.956)  0.0000
Co (0.633, 0.974, 3.829)  2.7214
Cl (2.322, 0.645, 5.213)  0.0911
C (-1.544, 0.905, -2.420)  -0.0001
O (-2.198, -0.102, -2.802)  -0.0001
N (-1.676, 2.100, -3.021)  0.0001
C (-2.547, 2.216, -4.172)  0.0000
C (-0.740, 3.184, -2.784)  0.0003
H (-0.854, 0.892, -1.560)  0.0002
H (-3.429, 1.593, -4.014)  0.0000
H (-2.034, 1.917, -5.097)  0.0000
H (-2.817, 3.267, -4.269)  0.0000
H (-0.259, 3.049, -1.805)  -0.0003
H (-1.297, 4.131, -2.806)  0.0000
H (0.020, 3.221, -3.583)  0.0000
H (-4.071, 1.331, 0.343)  -0.0001
H (-5.023, 2.728, 1.615)  -0.0001
C (-3.407, 0.769, 1.003)  0.0018
C (-4.479, 2.498, 2.531)  0.0000
N (-3.449, 1.475, 2.299)  0.0006
H (-2.400, 0.788, 0.569)  -0.0010
C (-2.496, 1.428, 3.255)  -0.0012
O (-1.404, 0.811, 3.144)  0.0196
H (-3.957, 3.398, 2.871)  0.0001
H (-2.764, 1.973, 4.175)  -0.0002
H (-3.788, -0.269, 1.054)  -0.0001
H (-5.193, 2.196, 3.304)  0.0002
H (0.583, -4.521, -1.175)  -0.0001
H (0.347, -3.354, -3.826)  0.0000
C (-0.422, -4.756, -1.572)  0.0001
C (-0.740, -3.384, -3.670)  0.0001
N (-1.044, -3.636, -2.270)  0.0001
H (-1.083, -5.032, -0.743)  0.0000
C (-1.853, -2.808, -1.569)  0.0005
O (-2.354, -3.094, -0.471)  0.0000
H (-1.204, -2.440, -3.998)  0.0000
H (-2.012, -1.809, -2.022)  -0.0002
H (-0.357, -5.590, -2.274)  0.0000
H (-1.150, -4.184, -4.299)  0.0000
O (0.541, -2.102, -0.124)  0.0122
C (1.635, -1.400, -0.368)  0.0094
C (1.199, -0.595, -2.801)  -0.0001
C (1.650, -0.317, -1.527)  -0.0007
H (0.728, -1.572, -2.965)  0.0000
C (1.452, 0.273, -3.876)  -0.0001
H (1.721, -0.784, 0.544)  -0.0154
C (2.296, 0.894, -1.284)  0.0019
H (1.157, -0.004, -4.891)  0.0000
C (2.141, 1.467, -3.650)  0.0001
C (2.578, 1.778, -2.351)  -0.0002
H (2.629, 1.067, -0.267)  -0.0001
H (2.319, 2.164, -4.478)  0.0000
H (3.187, 2.662, -2.189)  0.0000
Si (-0.432, -2.637, 2.715)  -0.0023
Cl (1.114, -0.819, 2.667)  0.0755
C (-2.159, -2.275, 2.212)  0.0006
C (-0.607, -2.160, 4.597)  0.0137
C (0.435, -4.268, 2.532)  0.0013
H (-2.185, -1.939, 1.169)  -0.0001
H (-2.609, -1.521, 2.866)  0.0002
H (-2.774, -3.178, 2.290)  0.0002
H (0.266, -4.753, 1.566)  0.0001
H (0.007, -4.919, 3.312)  -0.0002
H (1.515, -4.201, 2.712)  0.0006
H (-1.197, -1.226, 4.635)  -0.0068
H (0.366, -2.000, 5.104)  -0.0024
H (-1.166, -2.910, 5.178)  0.0011
Br (0.061, 3.417, 4.567)  0.0304
C (0.588, 4.516, 2.948)  0.0029
C (1.091, 5.776, 3.254)  0.0011
C (1.485, 6.630, 2.220)  0.0003
C (1.303, 6.230, 0.879)  0.0005
C (0.845, 4.938, 0.573)  0.0005
C (0.536, 4.017, 1.636)  0.0007
C (0.397, 2.539, 1.303)  0.0036
O (-0.290, 2.196, 0.300)  0.0156
O (1.131, 1.819, 2.055)  0.0323
H (1.196, 6.069, 4.305)  0.0000
H (1.971, 7.572, 2.464)  -0.0002
H (1.528, 6.954, 0.086)  0.0001
H (0.797, 4.604, -0.462)  -0.0003

=====

The following is a quantum chemistry calculation of C17H22N4O3S in the gas phase in a non-equilibrium geometry, from the OMol25 dataset.

Computed properties:
HOMO level in eV: -8.07
2S+1: 1
Energy relative to the best compared isomer or geometry (same formula, charge and spin) in kJ/mol: 188.4
LUMO in eV: 0.4244
SMILES string: Cn1c(Cc2ccc3c(c2)OCO3)nnc1SCC(=O)NC(C)(C)C
Charge: 0

Each line ends with the Mulliken charge.
Atoms and positions in Å:
C (1.010, 1.650, 1.872)  -0.6702
N (1.627, 2.170, 0.690)  0.3731
C (2.853, 1.861, 0.173)  0.4156
N (3.099, 2.568, -0.891)  -0.4957
N (2.034, 3.345, -1.110)  -0.5939
C (1.152, 3.112, -0.177)  0.4554
C (-0.218, 3.679, -0.099)  -0.9144
C (-1.221, 2.571, -0.326)  0.1901
C (-1.090, 1.755, -1.440)  -0.2337
C (-1.953, 0.689, -1.676)  -0.9310
C (-2.949, 0.474, -0.755)  0.9799
C (-3.092, 1.295, 0.364)  0.9951
C (-2.241, 2.345, 0.603)  -1.0723
H (-2.363, 2.968, 1.475)  0.3732
O (-4.153, 0.860, 1.117)  -0.5223
C (-4.687, -0.248, 0.424)  -0.3573
O (-3.917, -0.499, -0.729)  -0.5002
H (-4.671, -1.133, 1.080)  0.2794
H (-5.729, -0.033, 0.134)  0.2795
H (-1.838, 0.053, -2.537)  0.3894
H (-0.284, 1.937, -2.133)  0.3623
H (-0.303, 4.438, -0.878)  0.3724
H (-0.384, 4.149, 0.873)  0.2993
S (3.861, 0.580, 0.802)  -0.2452
C (3.724, -0.504, -0.670)  -1.0025
H (4.009, 0.095, -1.533)  0.4471
H (4.414, -1.331, -0.516)  0.4677
C (2.269, -0.937, -0.773)  0.4732
O (1.456, -0.289, -1.398)  -0.5247
N (1.984, -2.049, -0.068)  -0.1114
H (2.726, -2.487, 0.454)  0.3146
C (0.657, -2.663, 0.041)  1.5498
C (0.153, -3.028, -1.357)  -1.6858
H (0.833, -3.731, -1.833)  0.3930
H (0.090, -2.133, -1.967)  0.3116
H (-0.832, -3.480, -1.292)  0.4390
C (0.809, -3.918, 0.898)  -1.9889
H (1.499, -4.619, 0.433)  0.4739
H (1.179, -3.665, 1.890)  0.4677
H (-0.154, -4.409, 1.008)  0.4231
C (-0.306, -1.676, 0.706)  -0.9631
H (-1.300, -2.109, 0.767)  0.5372
H (0.033, -1.432, 1.712)  0.3437
H (-0.360, -0.766, 0.115)  -0.3125
H (0.010, 1.281, 1.639)  0.1179
H (0.937, 2.429, 2.635)  0.2786
H (1.626, 0.836, 2.254)  0.3226

=====

In the order shown, the computed electronic energy values come out to -3100.92198; -535.40644; -6953.78917; -1503.94079 hartree.